[1]
DFT (ωB97M-V/def2-TZVPD) results for 2 unconnected molecules or ions with the total composition C23H28FN5O3 at a distorted geometry.

Calculated values
Gap between HOMO and LUMO: 8.63 eV
HOMO: -8.09 eV
Molecular weight: 441.5 g/mol
Relative energy (zero: lowest compared OMol25 entry of this formula, charge and spin): 0.000 eV
SMILES: CNC(=O)[C@H](Cc1ccc(O)cc1)NC(C)=O.Cc1n[nH]cc1CNc1ccccc1F
E_LUMO: 0.543 eV
Maximum force: 1.8 eV/A
Net charge: 0

Last column: Löwdin charge in e.
Geometry (Å):
C  6.128  -0.379  -2.965  -0.314
H  -3.984  5.570  0.472  0.079
C  -4.117  4.586  0.015  -0.031
H  1.363  -4.082  -1.745  0.094
F  -0.138  2.402  0.890  0.054
C  -4.493  3.424  2.335  -0.189
C  -0.187  -2.923  -0.139  -0.538
N  0.071  -1.806  -0.824  0.121
C  -2.033  1.427  3.877  -0.026
C  -4.850  3.675  0.951  -0.316
N  -2.092  3.485  2.536  0.031
C  -3.342  4.028  3.085  -0.139
H  -1.568  -3.888  1.166  0.088
H  3.117  0.962  -2.058  0.112
C  1.747  -4.719  -3.752  -0.053
H  1.845  -5.718  -3.326  0.083
N  1.509  -3.745  -2.692  0.036
C  -1.587  2.206  2.798  -0.189
H  -1.846  -0.433  4.954  0.102
C  -0.053  0.417  2.191  -0.023
H  -2.316  -3.023  -0.196  0.087
H  6.789  -2.370  -2.478  0.109
C  2.512  -1.375  -0.786  -0.105
C  -1.497  0.157  4.112  -0.089
O  7.266  -0.066  -3.638  0.048
H  1.079  -0.517  -2.088  0.146
H  2.675  -2.307  -0.246  0.113
H  0.915  -4.703  -4.458  0.084
H  -5.477  2.117  3.801  0.121
N  -6.263  2.291  1.732  -0.034
H  7.214  0.800  -4.042  0.099
N  -5.915  2.987  0.613  0.076
H  -1.744  3.917  1.681  0.121
C  -0.503  -0.348  3.271  -0.112
H  -3.425  3.827  4.157  0.112
C  3.915  0.238  -2.143  -0.022
H  -7.056  1.649  1.771  0.150
H  2.664  -4.461  -4.285  0.085
C  -1.528  -2.988  0.554  0.012
H  -2.794  1.799  4.551  0.097
C  4.811  -1.982  -1.679  -0.020
C  3.776  -1.034  -1.554  -0.227
C  1.480  -2.422  -2.877  -0.462
H  -0.075  -1.329  3.460  0.103
H  -1.660  -2.111  1.185  0.065
H  0.726  0.036  1.540  0.095
H  4.706  -2.963  -1.235  0.110
O  0.590  -3.864  -0.045  0.026
H  2.347  -0.593  -0.045  0.108
H  5.188  1.542  -3.302  0.104
C  -5.419  2.542  2.803  -0.048
H  -4.677  4.701  -0.917  0.080
H  -3.354  5.116  2.966  0.121
O  1.609  -1.917  -3.990  0.051
C  5.988  -1.654  -2.380  -0.002
H  -3.134  4.169  -0.216  0.071
C  1.251  -1.504  -1.659  -0.181
C  5.087  0.568  -2.850  -0.009
H  -0.650  -1.102  -0.807  0.144
C  -0.591  1.686  1.949  -0.208

[2]
DFT (ωB97M-V/def2-TZVPD) results for a molecular structure, C20H28AuN6PTe.

Calculated values
Gap between HOMO and LUMO: 7.47 eV
HOMO: -13.92 eV
Molecular weight: 708.0 g/mol
E_LUMO: -6.453 eV
Maximum force: 0.3 eV/A
Net charge: +2

Last column: Löwdin charge in e.
Geometry (Å):
C  -2.911  0.767  1.795  -0.075
C  -3.376  0.226  0.469  -0.304
H  -2.540  -0.027  2.445  0.064
C  2.209  -0.815  3.309  -0.436
H  -0.663  0.946  -1.857  0.120
H  2.089  -1.026  -3.147  0.044
C  -0.147  2.936  -1.210  0.004
H  -2.230  -1.401  -3.562  0.093
H  -0.474  3.407  -2.126  0.131
C  -2.552  -0.551  -0.378  -0.471
H  3.037  0.472  -3.015  0.049
H  6.085  -0.929  -2.644  0.066
C  -3.025  -1.056  -1.607  -0.309
H  1.187  3.545  1.839  0.135
C  -4.665  0.498  0.050  0.008
C  -0.250  1.568  -1.076  -0.106
H  3.273  -2.314  2.395  0.072
H  3.650  -0.883  -3.983  0.066
H  -5.305  1.095  0.688  0.126
H  -4.717  -1.145  -2.899  0.137
H  -2.111  1.504  1.682  0.067
C  5.626  -0.648  -1.695  -0.253
H  0.428  4.752  -0.216  0.134
C  -6.578  0.298  -1.578  -0.024
N  1.900  -0.177  2.133  -0.046
N  2.913  -1.945  3.257  0.189
C  -5.169  0.009  -1.156  -0.226
N  0.778  1.256  5.693  0.220
H  0.250  2.111  5.732  0.130
C  -2.241  -1.890  -2.586  -0.076
C  3.097  -0.614  -3.082  -0.254
N  0.136  0.933  0.045  -0.206
Au  2.859  -0.720  0.311  0.656
C  1.126  0.917  2.284  -0.356
H  3.058  -3.499  -1.936  0.052
N  0.735  1.434  3.409  0.210
H  6.212  -1.066  -0.878  0.055
H  1.054  0.793  6.544  0.134
P  3.934  -1.277  -1.623  0.601
H  3.173  -2.380  4.128  0.132
Te  -0.662  -1.093  0.303  1.451
C  -4.337  -0.758  -1.960  -0.001
H  4.568  -3.252  -2.840  0.066
H  -2.724  -2.859  -2.721  0.098
H  5.626  0.437  -1.605  0.053
C  0.777  3.015  0.992  0.033
C  0.357  3.675  -0.152  0.015
H  -6.592  0.840  -2.525  0.096
H  -3.732  1.264  2.307  0.088
H  -7.131  -0.630  -1.726  0.097
C  1.138  0.753  4.525  -0.396
H  -1.212  -2.071  -2.288  0.006
N  1.838  -0.378  4.499  0.198
H  4.613  -3.524  -1.087  0.054
H  -7.103  0.894  -0.835  0.084
C  4.053  -3.058  -1.897  -0.251
C  0.669  1.640  1.060  -0.243